8
Properties=species:S:1:pos:R:3:lowdin_charge:R:1 method="wB97M-V/def2-TZVPD" homo_energy_ev="-9.0 / -9.0" e_above_lowest_ev=0.780
Cl -1.4269 1.6192 -0.1685 0.5976
S -2.2873 -1.3822 0.1950 0.6673
C -0.7187 -0.9243 0.0408 -0.7495
C -0.1758 0.3577 -0.1408 -0.8212
C 1.1235 0.5984 -0.1106 0.0375
H 0.2684 -1.6374 0.3750 0.1400
H 1.5156 1.6015 0.0622 0.0879
H 1.7012 -0.2330 -0.2530 0.0405